Below is 2 unconnected molecules or ions with the total composition C5H9NO in a non-equilibrium geometry, with properties calculated with wB97M-V/def2-TZVPD.

Computed properties:
energy relative to the best compared isomer or geometry (same formula, charge and spin)	187.2	kJ/mol
lowest unoccupied orbital energy	1.1	eV
gap between HOMO and LUMO	10.625	eV

Structure (XYZ):
```
16
C5H9NO | OMol25 | wB97M-V/def2-TZVPD
C 1.574 0.111 -0.812
C 0.448 -0.835 -0.479
N 0.491 -1.505 0.821
C -0.595 -0.564 0.546
C -0.648 0.682 1.396
C -2.184 1.093 -1.553
O -1.410 1.874 -1.838
H 1.902 0.661 0.074
H 2.437 -0.444 -1.198
H 1.262 0.832 -1.576
H 0.115 -1.440 -1.325
H 0.172 -2.466 0.750
H -1.573 -0.996 0.326
H 0.357 0.997 1.688
H -1.218 0.489 2.311
H -1.131 1.512 0.868
```

These are the Löwdin partial charges, in e, on atoms 1 to 8: -0.060, -0.357, 0.047, -0.380, -0.065, 0.027, 0.031, 0.072